Formula: C14H6ClN6O8S
Source: OMol25
Level of theory: ωB97M-V with the def2-TZVPD basis set

```
36
Properties=species:S:1:pos:R:3:forces:R:3:lowdin_charge:R:1
N 5.8095 1.5735 5.8274 -1.6 -0.8 -1.6 0.14
C 5.0695 1.1798 5.0111 1.5 0.8 1.6 -0.18
C 4.1938 0.6770 3.9880 -0.4 -0.1 -0.5 -0.24
C 4.1411 1.2966 2.7286 0.1 0.1 0.1 -0.02
C 3.3157 0.7844 1.7325 0.1 0.1 -0.2 -0.06
C 2.5303 -0.3434 1.9760 0.4 -0.1 0.1 -0.27
S 1.6388 -1.1414 0.5981 -2.1 -0.2 0.1 0.62
C 0.0196 -0.3929 0.2890 2.4 -1.4 2.6 -0.75
Cl 0.0176 1.2780 0.7076 -0.2 1.3 0.4 0.64
O 2.4591 -0.9819 -0.5708 0.5 0.2 0.2 -0.32
O 1.2657 -2.4661 1.0637 0.7 0.0 0.0 -0.36
C 2.5732 -0.9543 3.2346 -0.1 0.0 -0.3 -0.04
C 3.3960 -0.4439 4.2347 -0.1 -0.2 0.2 -0.03
H 4.7629 2.1762 2.5337 -0.3 -0.4 0.1 0.12
H 3.3136 1.2488 0.7436 -0.1 -0.2 0.3 0.12
H -0.6597 -0.9626 0.9349 0.2 0.3 0.1 0.05
H 1.9912 -1.8558 3.4187 0.1 0.2 -0.1 0.11
H 3.4232 -0.9312 5.2153 0.0 0.2 -0.4 0.12
O -6.3018 0.2773 -3.5688 0.9 0.2 0.2 0.05
N -5.2125 0.7239 -3.2393 1.6 0.1 1.0 -0.16
C -4.0662 0.2393 -2.6443 -2.5 0.3 -0.8 -0.06
C -3.1649 1.2981 -2.5296 0.3 2.5 -0.6 -0.14
N -3.7039 2.4603 -3.0041 1.0 -2.5 0.9 0.14
O -4.9520 2.1069 -3.4172 -0.8 -0.4 -0.3 0.02
C -1.8142 1.0000 -2.0775 0.1 -1.4 0.7 -0.09
N -0.7463 2.0016 -2.2487 2.0 0.6 0.3 -0.35
O -0.9652 3.2024 -2.0424 -0.4 -1.6 -0.4 0.04
O 0.3858 1.5648 -2.5481 -2.1 0.6 0.4 0.05
C -1.4476 -0.2685 -1.6327 -0.3 2.4 -3.3 0.02
C -2.3466 -1.3014 -1.8895 -1.9 -2.2 -0.8 -0.08
N -2.1176 -2.6708 -2.0968 0.5 2.0 0.6 -0.16
O -1.1360 -3.3755 -1.9277 -1.2 0.4 -0.2 0.08
O -3.2906 -3.2056 -2.6713 0.5 -0.1 0.8 0.02
N -4.2573 -2.2531 -2.8092 1.1 2.4 0.6 0.13
C -3.6721 -1.0995 -2.3745 -0.7 -2.9 -1.2 -0.13
H -0.4518 -0.4410 -0.9449 0.6 -0.3 -0.3 -0.03
```
Positions in Å, forces in eV/Å.

Results
**Calculated total energy**: -63280.430 eV
**HOMO-LUMO gap**: 6.2 eV
**Net charge**: -1
**ΔE to the lowest compared entry with this formula, charge and spin**: 0.0 kJ/mol
**LUMO**: 0.047 Ha

=====

Formula: C14H77N3O33P2S
Source: OMol25
Level of theory: ωB97M-V with the def2-TZVPD basis set

```
130
Properties=species:S:1:pos:R:3:forces:R:3:lowdin_charge:R:1
C -0.1093 -5.4424 1.3385 0.3 -0.4 0.2 0.03
C 0.0944 -4.6968 0.0700 0.2 -0.5 0.5 -0.55
O -0.7742 -4.4163 -0.6952 -0.8 0.6 -0.7 0.12
O 1.3939 -4.3955 -0.1534 0.0 0.6 0.5 -0.03
C 1.6112 -3.1313 -0.8070 0.4 -0.1 -0.3 -0.20
C 3.0163 -2.6511 -0.4261 0.3 0.0 -1.0 -0.21
P 2.9546 -1.0061 0.3510 -0.3 -0.8 1.1 0.92
C 4.3272 -0.1437 1.1807 0.2 0.5 -0.4 -0.24
C 3.8325 0.8884 2.2012 0.2 0.0 -0.2 -0.25
C 3.4653 2.2300 1.5671 0.2 0.3 0.4 -0.20
C 2.6453 3.0737 2.5478 -0.7 -0.2 -0.5 -0.17
C 1.1053 2.9054 2.4589 0.3 -0.4 0.4 -0.19
C 0.6104 1.7475 1.6075 -0.5 0.5 -0.4 -0.27
C -0.9278 1.6888 1.6355 0.3 0.2 0.1 -0.40
S -1.5229 0.2528 2.5922 0.0 -0.1 0.0 1.00
C -2.6980 -0.3820 1.4864 -0.5 0.2 -0.3 -0.68
N -3.6926 0.2343 0.9177 0.4 -0.5 0.3 0.05
N -4.3058 -0.7025 0.0836 0.6 -0.3 0.0 0.06
C -3.6316 -1.7966 0.2228 -0.5 0.7 -0.1 -0.16
O -2.6051 -1.6827 1.0923 -0.2 0.1 -0.1 0.04
C 2.1752 -1.7104 1.9708 0.0 0.0 0.2 -0.32
P 3.2647 -2.5606 3.0973 0.6 -0.6 -0.2 0.38
O 4.3862 -3.2645 2.4738 0.0 -0.2 -0.2 -0.26
O 2.3287 -3.5971 3.9205 -0.1 0.3 0.0 -0.14
O 3.8185 -1.5631 4.2113 -0.6 0.1 0.0 -0.14
O 3.5027 -0.2550 -1.2703 -0.2 0.8 -0.5 -0.31
N 2.5517 0.5021 -1.8463 0.1 -0.2 0.7 -0.15
O 2.9878 1.4427 -2.4229 0.1 -0.1 -0.4 -0.01
H 0.4500 -5.0118 2.1646 0.1 0.1 0.0 0.08
H 0.2760 -6.4470 1.1749 0.0 -0.1 0.1 0.08
H -1.1636 -5.5108 1.5694 -0.1 0.0 0.0 0.09
H 1.5326 -3.2726 -1.8784 0.0 0.0 -0.2 0.10
H 0.8560 -2.3964 -0.5293 -0.3 -0.3 0.2 0.11
H 3.5733 -2.5486 -1.3522 0.2 0.1 0.0 0.09
H 3.5408 -3.3999 0.1611 -0.1 0.2 0.5 0.10
H 1.7769 -0.2755 0.1783 0.1 0.0 -0.3 0.05
H 4.8711 0.4027 0.4176 0.1 0.0 -0.1 0.08
H 5.0562 -0.8318 1.6012 -0.3 -0.5 0.2 0.10
H 4.6700 1.0732 2.8652 0.0 0.0 0.3 0.10
H 3.0325 0.5135 2.8316 -0.1 0.0 0.0 0.06
H 4.4027 2.7506 1.3960 0.0 0.0 -0.2 0.09
H 3.0140 2.1145 0.5824 -0.3 0.0 0.0 0.09
H 2.8626 4.1314 2.4196 0.2 0.1 0.0 0.11
H 2.9380 2.7855 3.5517 0.3 0.2 0.1 0.08
H 0.7340 2.7473 3.4753 -0.2 0.1 0.1 0.10
H 0.6124 3.8095 2.1128 0.0 0.1 -0.1 0.10
H 0.8735 1.9315 0.5666 0.2 -0.1 -0.1 0.10
H 1.0362 0.7942 1.8972 0.0 0.0 0.1 0.04
H -1.3169 2.5856 2.1086 -0.1 0.1 0.1 0.08
H -1.3445 1.6545 0.6356 -0.2 -0.3 0.0 0.08
H -3.8146 -2.7229 -0.2886 0.1 -0.2 0.1 0.14
H 1.6610 -0.9065 2.4904 0.0 0.0 0.1 0.01
H 1.3954 -2.4328 1.7232 0.0 -0.1 -0.2 0.06
H 1.6073 -3.1202 4.3544 -0.1 -0.2 0.1 0.07
H 3.1008 -1.0031 4.5669 0.1 0.2 0.0 0.03
O 1.4101 -0.0998 4.7253 -0.1 0.1 0.2 -0.04
H 1.4820 0.7437 5.1935 0.2 0.1 -0.1 0.07
H 0.4987 -0.3812 4.8644 0.0 0.0 0.0 0.05
O -4.0897 1.7052 -2.4501 -0.1 -0.3 0.0 -0.05
H -4.3463 0.9517 -1.8984 0.1 0.1 0.3 0.01
H -3.2074 1.4820 -2.7659 0.0 0.1 0.0 0.06
O 2.8602 -3.1016 6.8849 0.0 0.1 0.0 -0.06
H 3.2981 -3.8858 7.2287 0.0 0.0 0.0 0.04
H 3.1119 -3.0771 5.9535 0.1 -0.1 0.1 -0.01
O -4.7458 4.3622 -0.5615 0.3 -0.2 0.1 -0.07
H -4.3467 4.4523 -1.4395 -0.1 0.2 0.1 0.01
H -4.6314 3.4309 -0.3435 -0.1 0.0 0.0 0.02
O -2.4556 6.0939 0.8026 -0.1 0.0 0.0 -0.07
H -2.9795 6.8343 1.1347 -0.1 0.0 0.0 -0.01
H -3.0983 5.3780 0.7044 -0.1 0.1 -0.3 0.02
O 4.5800 0.6873 6.0016 -0.1 0.0 0.1 -0.05
H 4.1522 0.0536 6.5886 0.0 0.0 0.0 0.04
H 5.3856 0.2377 5.7266 0.0 0.0 -0.1 0.04
O 1.7604 -2.6228 -4.3300 0.0 0.0 0.0 -0.05
H 1.0508 -1.9778 -4.2489 0.0 0.0 0.0 0.04
H 1.7987 -2.8183 -5.2716 0.0 0.0 0.0 0.05
O 2.4029 -5.6616 -3.0104 0.3 0.0 0.0 -0.04
H 2.3806 -5.5685 -2.0503 0.0 -0.1 0.0 0.03
H 2.7565 -4.8191 -3.3204 -0.2 0.1 -0.1 0.02
O -4.7466 5.7771 -3.0418 -0.1 -0.1 0.0 -0.05
H -5.6843 5.5608 -3.0244 0.0 -0.1 0.1 0.05
H -4.7212 6.7367 -3.1161 0.2 0.0 -0.3 0.01
O -4.2232 8.6885 0.7198 -0.1 0.1 0.0 -0.05
H -5.0345 9.1971 0.8137 0.0 0.0 0.0 0.04
H -4.1171 8.5738 -0.2307 0.1 -0.1 0.0 0.05
O 5.6517 -6.4771 -3.8402 0.0 0.1 -0.1 -0.06
H 4.6897 -6.5253 -3.7811 -0.1 0.0 0.1 0.02
H 5.8281 -5.5383 -3.9655 -0.1 0.0 0.1 0.01
O -5.9420 -0.3766 -3.5595 0.0 -0.1 -0.1 -0.05
H -5.4195 0.4328 -3.4663 0.0 0.1 0.0 0.01
H -6.7990 -0.0745 -3.8786 0.0 0.0 0.0 0.06
O -0.8732 5.5659 3.2120 0.1 -0.1 0.3 -0.07
H -0.2946 6.3327 3.2012 0.0 0.0 -0.1 0.03
H -1.7196 5.9049 2.8853 0.1 0.0 -0.2 -0.01
O -3.4603 7.2922 3.3683 -0.1 0.1 0.2 -0.04
H -4.3984 7.0766 3.3741 0.0 -0.1 0.0 0.05
H -3.4372 8.2532 3.3176 0.0 0.0 -0.1 0.04
O -5.5969 -1.4173 -6.2956 0.2 0.0 0.3 -0.07
H -4.7371 -1.5426 -6.7171 -0.1 -0.2 -0.2 0.04
H -5.3993 -1.3098 -5.3523 -0.1 0.4 0.0 0.01
O -6.1966 1.7001 2.2812 0.0 0.0 0.1 -0.07
H -6.4843 0.9639 2.8283 0.0 0.0 0.0 0.03
H -5.3252 1.4361 1.9605 0.0 0.0 -0.1 -0.02
O -4.4239 8.2212 -4.8940 -0.2 0.2 0.1 -0.05
H -5.2282 8.7435 -4.8112 0.0 0.1 0.0 0.04
H -4.3226 8.0910 -5.8418 0.1 -0.1 0.0 0.05
O -4.6774 -1.4799 -9.0000 0.0 0.1 0.0 -0.06
H -5.2834 -0.8092 -8.6657 0.0 0.0 0.0 0.03
H -5.2454 -2.2334 -9.1906 0.0 0.0 0.0 0.05
O -0.7733 -8.1495 -0.1197 0.3 -0.1 0.0 -0.05
H -0.4852 -9.0677 -0.1296 0.0 0.0 0.0 0.05
H -0.9096 -7.9378 -1.0495 -0.1 0.0 0.0 0.04
O 3.7105 2.3074 -5.1736 0.0 -0.1 -0.1 -0.07
H 3.3939 1.8679 -4.3746 0.0 0.2 0.0 -0.02
H 4.4505 1.7686 -5.4672 0.0 0.0 0.0 0.03
O 2.3666 3.5198 5.6768 -0.1 0.0 0.2 -0.05
H 2.8918 3.7149 6.4592 0.1 -0.1 0.0 0.04
H 1.8766 4.3308 5.5023 -0.1 0.0 -0.1 0.05
O -6.6149 -3.9457 -5.2554 0.0 0.1 0.2 -0.07
H -6.7618 -4.0340 -4.3094 0.0 0.0 0.0 0.03
H -6.4174 -3.0070 -5.3950 0.0 -0.2 -0.3 -0.02
O 6.4513 2.2036 1.7073 0.6 0.0 0.1 -0.04
H 7.2715 1.9503 1.2692 0.0 0.0 -0.1 0.06
H 6.7209 2.3521 2.6206 -0.1 0.1 0.0 0.06
O 6.4539 -4.2754 -5.9628 0.0 -0.1 0.0 -0.06
H 6.7116 -5.1962 -5.8347 0.0 0.0 0.0 0.03
H 6.4235 -4.1706 -6.9182 0.0 0.1 0.0 0.04
O -3.4441 -7.8150 -1.1606 -0.1 0.2 -0.1 -0.06
H -3.3410 -7.8499 -0.2045 0.1 -0.1 0.0 0.03
H -3.1404 -6.9320 -1.3972 -0.1 0.0 0.0 0.03
```
Positions in Å, forces in eV/Å.

Results
**Calculated total energy**: -117218.086 eV
**HOMO-LUMO gap**: 9.6 eV
**Net charge**: 0
**LUMO**: -0.003 Ha

=====

Formula: C14H7ClFN5
Source: OMol25
Level of theory: ωB97M-V with the def2-TZVPD basis set

```
28
Properties=species:S:1:pos:R:3:forces:R:3:lowdin_charge:R:1
N 2.8184 0.9734 -5.8054 -0.4 0.2 1.0 0.17
C 2.4330 1.2050 -4.7384 0.2 -0.2 -1.3 -0.18
C 1.9769 1.4941 -3.4189 -0.5 0.6 1.8 -0.21
C 2.5702 2.5375 -2.6852 0.0 -0.7 -0.1 -0.04
C 2.2171 2.7606 -1.3580 0.2 -0.2 -0.3 -0.57
Cl 3.0533 4.0074 -0.4883 -0.4 -0.2 0.0 0.72
C 1.2674 1.9478 -0.7446 -0.8 -0.3 0.2 -0.20
F 0.8996 2.2440 0.5291 0.4 -0.3 -0.9 0.06
C 0.6277 0.8802 -1.4327 0.7 1.0 -0.7 -0.05
C -0.3312 -0.0612 -0.8003 -0.6 -1.0 0.0 -0.20
C -0.3591 -0.2913 0.5503 1.4 0.9 1.2 0.05
C -1.2521 -1.1608 1.1158 -1.5 0.0 -2.0 -0.22
N -1.3436 -1.3150 2.5124 -0.9 -1.4 0.3 -0.07
C -2.3655 -2.0481 3.1312 -0.1 0.4 -1.2 -0.06
C -2.0727 -2.0931 4.4326 1.2 0.1 1.3 -0.08
C -0.8041 -1.4176 4.5868 -0.8 -0.5 -1.2 -0.12
N -0.3462 -0.9707 3.4201 -1.2 -0.3 0.1 0.10
N -2.1604 -1.7363 0.2829 0.2 -1.2 1.1 0.14
C -2.0010 -1.6380 -1.0547 1.1 1.9 2.8 -0.16
N -1.1307 -0.8009 -1.5765 0.4 0.4 -1.8 0.12
C 0.9738 0.7333 -2.7907 0.2 0.0 -0.1 0.05
H 3.3599 3.1228 -3.1310 0.0 0.1 0.0 0.12
H 0.3057 0.2080 1.2211 0.4 0.3 0.2 0.11
H -3.2475 -2.4759 2.6352 0.8 0.5 -0.1 0.13
H -2.6177 -2.6072 5.2076 -0.1 0.1 0.0 0.10
H -0.2665 -1.3535 5.5204 0.3 0.3 -0.3 0.10
H -2.6570 -2.1657 -1.7060 -0.4 -0.4 -0.2 0.11
H 0.4521 0.0212 -3.4148 0.0 -0.3 0.4 0.12
```
Positions in Å, forces in eV/Å.

Results
**Calculated total energy**: -37320.857 eV
**HOMO-LUMO gap**: 8.9 eV
**Net charge**: 0
**SMILES string**: N#Cc1cc(Cl)c(F)c(-c2cc(-n3cccn3)ncn2)c1
**LUMO**: -0.027 Ha

=====

Look up the LUMO of the first one.
0.047 Ha